1.
DFT (ωB97M-V with the def2-TZVPD basis set) results for a cluster of 19 separate species, C61H174N24O19 in total in a non-equilibrium geometry.

Structure (XYZ):
```
278
C61H174N24O19, DFT ωB97M-V with the def2-TZVPD basis set
C -3.434 -0.575 -1.631
C -4.926 -0.764 -2.143
C -5.106 -1.844 -3.225
O -4.398 -1.413 -4.421
C -4.527 -2.304 -5.474
N -5.827 -0.993 -1.094
H -3.113 -1.406 -1.003
H -3.407 0.348 -1.052
H -2.718 -0.525 -2.451
H -5.201 0.173 -2.626
H -6.172 -1.919 -3.436
H -4.982 -2.881 -2.912
H -4.244 -3.307 -5.151
H -3.798 -2.018 -6.232
H -5.542 -2.272 -5.869
H -6.761 -0.837 -1.447
H -5.704 -0.171 -0.520
C 0.259 -6.740 1.522
C -0.156 -6.788 0.024
C -1.666 -6.569 -0.207
O -2.047 -6.922 -1.511
C -3.404 -6.515 -1.880
N 0.622 -5.798 -0.611
H -0.243 -7.488 2.135
H 0.049 -5.744 1.910
H 1.307 -6.906 1.772
H 0.176 -7.756 -0.353
H -1.892 -5.551 0.111
H -2.168 -7.185 0.539
H -3.675 -6.820 -2.890
H -3.374 -5.426 -1.925
H -4.216 -6.853 -1.237
H 0.249 -5.532 -1.511
H 1.596 -6.063 -0.632
C 1.209 -0.536 5.008
C 1.161 0.066 6.483
C 0.833 1.593 6.588
O 1.831 2.304 5.828
C 3.000 2.486 6.620
N 0.097 -0.715 7.091
H 0.228 -0.448 4.541
H 1.432 -1.600 5.081
H 1.935 0.030 4.423
H 2.141 -0.127 6.918
H 0.651 1.863 7.628
H -0.091 1.775 6.038
H 3.822 2.837 5.996
H 3.327 1.576 7.123
H 2.991 3.211 7.434
H -0.052 -0.376 8.031
H -0.773 -0.554 6.604
C 2.480 -2.087 -4.608
C 1.758 -2.783 -3.397
C 0.956 -4.091 -3.621
O -0.252 -4.443 -3.022
C -1.186 -3.361 -2.881
N 2.705 -2.863 -2.333
H 1.855 -2.205 -5.493
H 3.298 -2.775 -4.820
H 2.886 -1.080 -4.510
H 1.118 -1.951 -3.103
H 1.591 -4.960 -3.445
H 0.777 -4.118 -4.695
H -1.170 -2.780 -3.804
H -0.913 -2.763 -2.011
H -2.237 -3.632 -2.785
H 3.302 -3.671 -2.439
H 3.433 -2.164 -2.279
C 6.901 -0.867 2.910
C 5.673 -0.172 3.495
C 5.862 1.193 4.197
O 6.687 1.003 5.310
C 7.437 2.139 5.787
N 4.524 -0.394 2.684
H 7.461 -0.167 2.290
H 6.647 -1.773 2.358
H 7.599 -1.102 3.713
H 5.481 -0.797 4.367
H 4.949 1.677 4.546
H 6.327 1.824 3.440
H 7.907 2.033 6.765
H 6.802 3.022 5.862
H 8.198 2.425 5.061
H 3.736 0.017 3.163
H 4.605 0.292 1.947
C 8.639 -2.896 -2.620
C 7.853 -2.849 -1.300
C 6.667 -1.958 -1.348
O 7.079 -0.580 -1.212
C 5.996 0.218 -0.875
N 7.465 -4.184 -0.960
H 9.533 -3.518 -2.652
H 8.852 -1.878 -2.947
H 7.855 -3.287 -3.269
H 8.764 -2.607 -0.753
H 6.031 -2.083 -0.472
H 5.970 -2.153 -2.162
H 5.601 0.634 -1.802
H 6.330 1.167 -0.457
H 5.129 -0.123 -0.310
H 6.881 -4.040 -0.150
H 8.360 -4.568 -0.692
C -0.338 0.298 -5.295
C -0.338 0.049 -6.787
C -1.756 -0.067 -7.570
O -1.589 -0.580 -8.912
C -0.900 -1.836 -9.141
N 0.429 1.112 -7.354
H 0.663 0.399 -4.874
H -0.767 -0.623 -4.900
H -0.767 1.275 -5.072
H 0.081 -0.936 -6.991
H -2.194 0.931 -7.559
H -2.484 -0.641 -6.996
H 0.161 -1.674 -9.333
H -1.426 -2.353 -9.943
H -1.086 -2.500 -8.296
H 1.369 0.783 -7.187
H 0.231 1.070 -8.343
C -5.870 -0.579 7.943
C -4.793 -0.958 6.883
C -3.416 -0.234 6.917
O -3.422 1.083 6.481
C -2.814 2.002 7.361
N -4.604 -2.407 6.744
H -6.012 0.499 8.023
H -5.632 -1.013 8.915
H -6.834 -0.971 7.619
H -5.176 -0.704 5.894
H -2.670 -0.799 6.358
H -2.987 -0.426 7.900
H -1.787 1.662 7.495
H -3.350 2.101 8.305
H -2.831 3.018 6.967
H -4.297 -2.823 5.877
H -3.970 -2.788 7.431
C -4.985 3.548 -1.842
C -5.453 4.665 -0.816
C -4.326 4.870 0.265
O -3.047 4.905 -0.273
C -2.029 4.494 0.570
N -5.739 5.811 -1.683
H -5.827 3.360 -2.507
H -4.960 2.621 -1.269
H -4.036 3.718 -2.351
H -6.308 4.307 -0.244
H -4.361 4.143 1.076
H -4.459 5.827 0.769
H -1.977 3.465 0.924
H -1.933 5.138 1.444
H -1.085 4.729 0.077
H -6.083 6.569 -1.110
H -4.874 6.110 -2.110
C 0.020 -1.635 1.972
C 0.125 -1.725 0.448
C 0.567 -0.544 -0.278
O -0.413 0.468 -0.088
C -0.053 1.656 -0.746
N 1.019 -2.795 0.136
H -0.208 -0.628 2.322
H 0.953 -1.939 2.447
H -0.769 -2.333 2.253
H -0.833 -2.001 0.007
H 0.642 -0.688 -1.355
H 1.597 -0.224 -0.120
H 0.801 2.065 -0.205
H -0.993 2.160 -0.527
H 0.077 1.421 -1.803
H 1.399 -2.684 -0.794
H 0.500 -3.658 0.056
C 4.312 6.015 1.175
C 4.030 4.740 1.893
C 3.908 3.559 0.992
O 3.516 2.320 1.546
C 2.385 2.376 2.431
N 5.080 4.556 2.830
H 3.667 6.116 0.302
H 5.323 6.010 0.769
H 4.136 6.899 1.788
H 3.070 4.908 2.382
H 4.846 3.348 0.477
H 3.202 3.781 0.191
H 2.114 1.360 2.716
H 1.467 2.829 2.055
H 2.626 2.940 3.332
H 5.247 3.593 3.084
H 5.873 4.712 2.225
C -5.836 -3.175 2.187
C -4.860 -2.048 2.707
C -3.504 -2.578 3.184
O -3.592 -3.548 4.229
C -2.316 -3.966 4.681
N -4.858 -0.994 1.697
H -5.332 -3.702 1.376
H -6.804 -2.759 1.905
H -6.073 -3.840 3.017
H -5.367 -1.618 3.572
H -2.817 -1.803 3.522
H -3.017 -3.038 2.324
H -1.864 -3.086 5.140
H -1.642 -4.161 3.846
H -2.272 -4.772 5.412
H -5.779 -0.637 1.489
H -4.610 -1.365 0.791
C 1.178 6.299 -2.048
C 1.163 5.542 -3.364
C 0.717 4.029 -3.303
O 1.803 3.274 -2.723
C 2.825 2.862 -3.695
N 0.311 6.424 -4.096
H 1.553 7.323 -2.033
H 1.948 5.744 -1.513
H 0.282 6.497 -1.460
H 2.139 5.558 -3.850
H 0.318 3.573 -4.209
H -0.150 3.983 -2.644
H 3.607 2.287 -3.200
H 3.354 3.636 -4.251
H 2.391 2.108 -4.352
H 0.219 6.108 -5.051
H -0.570 6.196 -3.659
C -6.571 6.070 -6.816
C -6.459 5.439 -5.368
C -4.889 5.249 -5.003
O -4.393 4.127 -5.790
C -4.521 2.837 -5.221
N -7.101 6.237 -4.382
H -7.641 6.188 -6.986
H -6.043 5.477 -7.563
H -6.177 7.085 -6.858
H -6.809 4.408 -5.416
H -4.588 5.216 -3.956
H -4.412 6.164 -5.354
H -3.815 2.476 -4.474
H -4.411 2.206 -6.102
H -5.527 2.669 -4.836
H -6.664 7.148 -4.397
H -6.879 5.877 -3.465
C -2.275 7.939 -1.581
O -2.955 7.492 -2.490
N -2.089 7.341 -0.434
N -1.542 9.016 -1.700
H -1.524 7.702 0.322
H -2.520 6.428 -0.409
H -0.776 9.093 -1.046
H -1.439 9.451 -2.606
C 4.524 -3.860 0.930
O 5.741 -4.026 1.134
N 3.657 -3.229 1.648
N 4.010 -4.338 -0.168
H 4.097 -2.596 2.301
H 2.727 -3.132 1.266
H 4.666 -4.780 -0.796
H 3.085 -4.078 -0.480
C 5.128 -5.876 -3.327
O 4.721 -4.737 -3.441
N 4.586 -7.007 -3.691
N 6.193 -6.121 -2.584
H 4.994 -7.931 -3.669
H 3.637 -6.886 -4.015
H 6.695 -5.392 -2.098
H 6.452 -7.087 -2.447
C -2.580 1.477 2.918
O -1.854 2.394 3.265
N -2.405 0.713 1.892
N -3.675 1.146 3.479
H -2.994 -0.092 1.731
H -1.694 0.961 1.219
H -3.858 1.365 4.448
H -3.992 0.320 2.991
C 1.451 -5.085 5.604
O 0.272 -5.139 5.921
N 1.842 -5.107 4.399
N 2.407 -5.267 6.416
H 2.835 -5.006 4.248
H 1.158 -5.126 3.656
H 3.354 -5.381 6.085
H 2.221 -5.356 7.405
```

The calculation puts the frontier orbital gap at 8.4 eV. Its HOMO energy is -8.07 eV. As for the spin multiplicity: 1. For the total energy, the calculation gives -140733.695 eV.

---

2.
DFT (ωB97M-V with the def2-TZVPD basis set) results for a cluster of 2 separate species, C4H11NS in total in a non-equilibrium geometry.

Structure (XYZ):
```
17
C4H11NS, DFT ωB97M-V with the def2-TZVPD basis set
C -2.477 2.764 0.585
S -1.193 2.678 -0.690
C 0.340 2.987 0.276
H -2.628 1.860 1.240
H -3.400 3.185 0.171
H -2.228 3.425 1.452
H 0.513 3.997 0.594
H 0.436 2.378 1.132
H 1.214 2.782 -0.348
C 2.165 -3.247 -0.317
C -0.198 -3.229 -0.681
N 0.821 -3.651 0.070
H 2.692 -4.071 -0.075
H 2.774 -2.510 0.203
H 2.246 -2.919 -1.392
H -1.001 -3.907 -0.688
H -0.076 -2.518 -1.532
```

The calculation puts the frontier orbital gap at 9.5 eV. Its HOMO energy is -8.63 eV. As for the spin multiplicity: 1. As for the SMILES: C=NC.CSC. For the total energy, the calculation gives -16649.266 eV.

---

3.
DFT (ωB97M-V with the def2-TZVPD basis set) results for a structure of composition C9H9NO6SSbSe7TcTe.

Structure (XYZ):
```
36
C9H9NO6SSbSe7TcTe, DFT ωB97M-V with the def2-TZVPD basis set
Tc -1.419 0.875 0.243
Se 0.150 -2.754 -0.521
Se 0.752 -4.997 -1.035
Te 3.067 -4.487 -0.080
Se 2.395 -2.025 -0.370
C 1.179 0.597 7.019
C 0.599 1.190 5.769
C 0.237 0.367 4.700
C -0.294 0.902 3.544
C -0.470 2.279 3.450
C -0.110 3.120 4.493
C 0.422 2.564 5.645
S -1.153 2.983 2.001
O -2.419 2.284 1.634
O -1.203 4.401 2.159
N -0.338 2.485 0.726
C 1.085 2.551 0.491
C 1.467 1.210 -0.126
O 2.598 0.927 -0.401
O 0.424 0.383 -0.274
H 0.752 -0.385 7.221
H 1.000 1.238 7.880
H 2.259 0.472 6.915
H 0.380 -0.703 4.773
H -0.570 0.237 2.732
H -0.257 4.187 4.401
H 0.708 3.214 6.463
H 1.657 2.692 1.411
H 1.327 3.361 -0.199
O -2.297 -0.597 -0.082
O -2.931 -1.627 -0.311
Se -4.731 1.547 -1.141
Sb -2.561 4.633 -0.628
Se -2.622 2.085 -1.582
Se -4.620 5.256 0.196
Se -0.739 5.766 -1.518
```

The calculation puts the frontier orbital gap at 4.6 eV. Its HOMO energy is -7.16 eV. As for the spin multiplicity: 1. For the total energy, the calculation gives -507537.209 eV.

---

4.
DFT (ωB97M-V with the def2-TZVPD basis set) results for an isolated molecule of C4H5P in a non-equilibrium geometry.

Structure (XYZ):
```
10
C4H5P, DFT ωB97M-V with the def2-TZVPD basis set
C 1.239 -0.450 0.232
C -1.123 -0.561 -0.088
C 0.012 -1.211 0.007
C 1.597 0.928 -0.036
P 2.920 -0.325 -0.035
H -2.042 -1.089 -0.203
H -1.032 0.449 -0.068
H 0.130 -2.268 -0.030
H 1.119 1.404 -0.907
H 1.701 1.615 0.826
```

The calculation puts the frontier orbital gap at 7.8 eV. Its HOMO energy is -8.14 eV. As for the spin multiplicity: 1. As for the SMILES: C=CC1=PC1. For the total energy, the calculation gives -13514.621 eV.

---

5.
DFT (ωB97M-V with the def2-TZVPD basis set) results for an isolated molecule of C18H21FN2O2.

Structure (XYZ):
```
44
C18H21FN2O2, DFT ωB97M-V with the def2-TZVPD basis set
C 3.637 -0.216 -2.083
C 4.184 0.815 -1.101
H 5.164 0.495 -0.744
H 4.302 1.769 -1.616
C 3.264 1.003 0.114
C 3.230 -0.311 0.884
O 4.198 -0.697 1.507
C 1.998 -1.102 0.839
C 1.846 -2.311 1.508
N 0.622 -2.785 1.258
C -0.054 -1.927 0.434
C 0.780 -0.867 0.157
H 0.549 -0.024 -0.462
C -1.424 -2.286 0.046
O -1.950 -3.307 0.463
N -2.033 -1.433 -0.810
H -1.581 -0.566 -1.047
C -3.410 -1.609 -1.223
C -4.320 -0.626 -0.532
C -4.953 0.389 -1.237
C -5.764 1.302 -0.585
C -5.925 1.188 0.783
C -5.302 0.190 1.512
C -4.500 -0.715 0.845
H -4.008 -1.506 1.390
H -5.453 0.131 2.578
F -6.711 2.076 1.426
H -6.266 2.092 -1.121
H -4.819 0.466 -2.306
H -3.478 -1.498 -2.309
H -3.679 -2.632 -0.945
H 0.203 -3.640 1.595
H 2.556 -2.817 2.131
H 2.263 1.270 -0.230
C 3.774 2.099 1.062
C 3.660 3.502 0.481
H 3.960 4.237 1.225
H 2.633 3.713 0.188
H 4.299 3.625 -0.389
H 3.190 2.051 1.985
H 4.812 1.883 1.321
H 4.299 -0.305 -2.941
H 3.554 -1.193 -1.611
H 2.652 0.077 -2.440
```

The calculation puts the frontier orbital gap at 9.4 eV. Its HOMO energy is -8.91 eV. As for the spin multiplicity: 1. As for the SMILES: CCC(CC)C(=O)c1c[nH]c(C(=O)NCc2ccc(F)cc2)c1. For the total energy, the calculation gives -28800.627 eV.

---

6.
DFT (ωB97M-V with the def2-TZVPD basis set) results for a cluster of 7 separate species, C21H50F9O6S7 in total in a non-equilibrium geometry.

Structure (XYZ):
```
93
C21H50F9O6S7, DFT ωB97M-V with the def2-TZVPD basis set
C 4.850 3.178 2.438
C 3.722 2.150 2.153
C 3.787 1.806 0.646
C 3.789 0.922 3.108
C 2.845 -0.241 2.800
C 1.363 0.225 2.988
C 0.715 0.242 1.608
C -0.826 0.537 1.583
F -1.270 0.158 0.367
F -1.359 -0.211 2.541
C -1.043 2.033 1.828
F -0.845 2.307 3.079
F -0.193 2.770 1.173
S -2.790 2.714 1.383
F -2.225 4.231 1.305
F -2.539 2.543 -0.193
F -3.479 1.276 1.525
F -3.144 3.000 2.932
F -4.240 3.303 1.024
H 5.747 2.815 1.928
H 5.029 3.316 3.506
H 4.610 4.135 1.960
H 2.782 2.679 2.359
H 4.585 2.395 0.180
H 4.038 0.759 0.484
H 2.885 2.089 0.099
H 4.830 0.562 3.095
H 3.581 1.281 4.125
H 2.993 -0.578 1.761
H 0.835 -0.381 3.725
H 1.432 1.231 3.425
H 1.247 0.856 0.889
H 0.774 -0.785 1.229
C -0.014 -1.144 7.156
S 1.752 -0.780 7.112
O 2.123 -0.570 5.698
C 2.288 -2.441 7.564
H -0.551 -0.244 6.860
H -0.241 -1.950 6.457
H -0.305 -1.426 8.169
H 1.909 -3.160 6.838
H 1.925 -2.682 8.565
H 3.376 -2.457 7.557
C 4.372 -4.194 2.025
S 5.986 -3.689 1.414
O 6.162 -2.260 1.750
C 5.554 -3.777 -0.334
H 4.398 -4.167 3.112
H 3.608 -3.504 1.665
H 4.159 -5.211 1.688
H 4.709 -3.118 -0.536
H 5.304 -4.806 -0.595
H 6.417 -3.453 -0.913
C -6.483 -0.958 -1.211
S -5.286 -0.793 -2.538
O -5.048 -2.155 -3.099
C -3.894 -0.392 -1.474
H -7.437 -1.243 -1.647
H -6.154 -1.729 -0.513
H -6.592 -0.004 -0.701
H -3.732 -1.194 -0.755
H -4.094 0.545 -0.954
H -3.007 -0.278 -2.094
C -0.572 -0.121 -4.675
S -1.185 -1.733 -4.164
O -0.075 -2.421 -3.456
C -1.274 -2.428 -5.822
H -0.403 0.480 -3.784
H 0.367 -0.242 -5.217
H -1.313 0.369 -5.307
H -0.289 -2.391 -6.290
H -1.996 -1.864 -6.413
H -1.601 -3.462 -5.738
C 4.294 0.521 -5.525
S 3.581 0.039 -3.941
O 4.628 0.233 -2.914
C 3.498 -1.721 -4.301
H 4.467 1.596 -5.506
H 5.241 0.001 -5.677
H 3.596 0.279 -6.328
H 4.496 -2.096 -4.533
H 2.824 -1.890 -5.142
H 3.110 -2.228 -3.420
C -8.314 3.961 -2.299
S -9.048 2.324 -2.432
O -8.119 1.372 -1.770
C -8.805 2.152 -4.206
H -8.323 4.252 -1.250
H -7.286 3.934 -2.661
H -8.903 4.671 -2.879
H -7.745 2.243 -4.443
H -9.379 2.919 -4.726
H -9.161 1.167 -4.503
```

As for the net charge: -1. The calculation puts the frontier orbital gap at 2.1 eV. Its HOMO energy is -0.57 eV. As for the spin multiplicity: 1. For the total energy, the calculation gives -135168.163 eV.